Record 1
# C10H18N2Si

The molecule C10H18N2Si (the ωB97M-V functional and the def2-TZVPD basis, the OMol25 dataset).

Structure (XYZ):
```
31
Properties=species:S:1:pos:R:3:forces:R:3
C 0.865679 -3.306169 0.717521 -3.402 1.346 0.867
C 0.612206 -2.372242 -0.530509 1.799 -0.302 0.021
N 1.320970 -1.072572 -0.572247 1.198 -0.652 -0.448
Si 0.759348 0.227513 0.308953 -0.884 0.490 3.107
C -1.111370 0.261552 0.030119 -2.154 2.545 -1.472
C -1.961126 -0.550206 0.778866 0.593 -0.203 -0.814
C -3.305879 -0.666595 0.524979 -1.947 0.754 1.114
C -4.016764 0.292253 -0.247109 2.045 -1.479 0.110
C -3.273691 1.204230 -0.928742 1.962 2.300 -0.712
C -1.841827 1.178055 -0.815481 2.005 -0.229 -0.707
N 1.820017 1.598219 0.157766 0.571 -2.430 -0.042
C 3.192718 1.444047 -0.354646 -1.052 1.977 1.700
C 1.362476 2.926263 0.302231 1.512 1.599 -1.490
H 0.766199 -2.953557 1.805669 -0.070 0.213 -1.830
H 0.206382 -4.192479 0.652155 0.368 0.332 -0.165
H 1.826089 -3.580770 0.577356 3.244 -1.310 -0.019
H 1.125520 -2.873291 -1.354856 -0.497 -0.586 -0.008
H -0.412164 -2.272482 -0.839303 -0.503 0.278 0.256
H 2.305537 -1.084221 -0.899314 -1.260 -0.333 0.402
H 0.590896 -0.123922 1.897124 0.485 0.317 -1.475
H -1.465776 -1.153096 1.487224 0.095 -0.964 1.008
H -3.915784 -1.323952 1.165064 0.446 0.017 -0.509
H -5.041841 0.239441 -0.464826 -1.345 -0.168 0.335
H -3.762188 2.067402 -1.473497 0.661 -1.321 0.390
H -1.104073 1.795994 -1.464908 -1.990 -0.513 0.952
H 3.782993 0.701747 0.139087 0.246 -0.554 0.421
H 3.201207 1.325327 -1.377089 0.138 -0.685 -2.546
H 3.635247 2.441524 -0.205119 0.371 -0.513 0.159
H 0.706879 2.990684 1.121301 -1.173 0.361 0.966
H 2.264065 3.632353 0.527599 -1.660 -1.030 -0.480
H 0.868055 3.198939 -0.665370 0.199 0.741 0.911
```
Positions in Å, forces in eV/Å.

Properties
Structure (SMILES): CCN[Si@H](c1ccccc1)N(C)C
M in g mol⁻¹: 194.4
Charge: 0

Atomic partial charges in e from the natural (NBO) method, atoms 1 to 4: -0.6253, -0.2083, -1.1171, 1.7971

***

Record 2
# C2H8N3

The ion C2H8N3 with charge +1 (the ωB97M-V functional and the def2-TZVPD basis, the OMol25 dataset).

Structure (XYZ):
```
13
Properties=species:S:1:pos:R:3:forces:R:3
H 2.224980 -0.622941 2.063512 -0.843 -0.777 -0.678
N 1.584198 0.042363 1.613999 -0.602 2.226 -0.203
N 0.641155 -0.239543 0.872216 1.628 -0.790 1.118
N 0.301903 -1.462896 0.518806 -1.777 0.362 -1.273
C -0.215258 0.894986 0.245049 -2.105 -1.546 -0.323
C -0.631457 0.624120 -1.186278 -2.630 -1.630 0.081
H -0.434394 -1.400654 -0.180041 0.280 -0.885 0.266
H 0.728794 -2.345142 0.774737 0.381 0.534 0.329
H -1.201104 1.051753 0.779405 1.616 -0.429 0.247
H 0.384305 1.724889 0.249262 1.573 1.966 0.719
H 0.124740 0.406696 -1.891461 1.195 0.149 -0.560
H -1.276688 -0.365184 -1.183211 0.523 2.229 -0.400
H -1.257662 1.503463 -1.567878 0.761 -1.409 0.678
```
Positions in Å, forces in eV/Å.

Properties
Structure (SMILES): [H]/N=[N+](\N)CC
M in g mol⁻¹: 74.1
Charge: +1

Atomic partial charges in e from the natural (NBO) method, atoms 1 to 4: 0.3950, -0.2814, 0.2215, -0.5626

***

Record 3
# C2H3N3O

The molecule C2H3N3O (the ωB97M-V functional and the def2-TZVPD basis, the OMol25 dataset).

Structure (XYZ):
```
9
Properties=species:S:1:pos:R:3:forces:R:3
O -1.227557 1.625422 0.904670 0.116 0.061 -0.468
C -0.491532 0.680267 0.302133 0.309 -0.010 -0.020
N -0.004952 -0.406697 0.966642 -0.510 0.137 -0.203
C 0.600936 -1.067046 0.006896 0.238 0.257 -0.049
N 0.509651 -0.395598 -1.151707 0.416 -0.359 0.173
N -0.173865 0.758910 -0.972898 -0.356 0.138 0.270
H -1.360298 1.363651 1.816438 0.022 -0.157 0.295
H 1.132511 -1.992211 0.136836 0.047 -0.109 -0.128
H 1.015107 -0.566699 -2.009011 -0.281 0.042 0.131
```
Positions in Å, forces in eV/Å.

Properties
Structure (SMILES): Oc1nc[nH]n1
M in g mol⁻¹: 85.1
Charge: 0

Atomic partial charges in e from the natural (NBO) method, atoms 1 to 4: -0.6499, 0.5627, -0.5330, 0.1884

***

Record 4
# C5H6O2

The molecule C5H6O2 (the ωB97M-V functional and the def2-TZVPD basis, the OMol25 dataset).

Structure (XYZ):
```
13
Properties=species:S:1:pos:R:3:forces:R:3
C 2.559277 -0.788331 -0.008737 -0.744 0.170 -0.111
C 1.417465 -0.480817 -0.250433 0.658 -0.166 0.050
C 0.054072 -0.025523 -0.557570 -0.087 -0.035 -0.013
C -0.051638 1.451522 -0.189927 0.067 0.375 0.644
O -0.110435 1.822913 0.960415 0.029 -0.143 -0.680
C -1.061908 -0.806381 0.209421 0.154 -0.306 -0.034
O -2.187448 -0.006738 0.479857 0.080 0.254 0.128
H 3.568965 -1.057103 0.219154 -0.237 0.030 -0.057
H -0.112452 -0.113414 -1.636735 0.008 -0.004 0.110
H -0.106434 2.183130 -1.020028 0.124 -0.126 0.074
H -0.651113 -1.245963 1.125819 0.020 0.124 -0.113
H -1.424130 -1.617121 -0.426108 0.173 0.022 0.074
H -1.894227 0.683821 1.094866 -0.245 -0.195 -0.072
```
Positions in Å, forces in eV/Å.

Properties
Structure (SMILES): C#C[C@H](C=O)CO
M in g mol⁻¹: 98.1
Charge: 0

Atomic partial charges in e from the natural (NBO) method, atoms 1 to 4: -0.2243, -0.0011, -0.4337, 0.4757

***

Record 5
# C7H10N3

The ion C7H10N3 with charge +1 (the ωB97M-V functional and the def2-TZVPD basis, the OMol25 dataset).

Structure (XYZ):
```
20
Properties=species:S:1:pos:R:3:forces:R:3
C 0.611132 1.579543 1.687877 0.817 -0.844 0.504
C 0.493898 0.022333 -2.140053 -1.782 -1.721 3.573
C 1.476930 1.984024 0.644534 0.491 2.371 0.467
C -0.139356 0.398277 1.441368 -0.909 1.039 1.266
C 0.497957 0.477030 -0.756986 0.539 1.326 -0.387
C -0.227075 -1.158294 -2.557001 -0.384 0.877 2.411
C -0.905539 -0.354242 2.507614 0.363 0.822 2.495
N 1.333199 1.565039 -0.608748 -0.465 -1.762 0.553
N -0.222130 -0.094858 0.232798 0.726 0.409 -0.999
N -0.926539 -1.755077 -1.509730 -1.972 0.505 1.373
H 0.603719 2.031718 2.722917 0.142 -0.418 -1.492
H 0.950453 0.709185 -2.708752 1.565 2.157 -2.719
H 2.263726 2.832857 0.773606 -1.615 -1.608 -0.014
H -0.951199 -0.768659 -3.271670 -0.302 0.670 -0.889
H 0.324030 -1.862916 -3.093128 1.203 -1.043 -1.258
H -0.132169 -1.018406 2.974329 -0.756 0.238 -0.289
H -1.757056 -0.956262 2.190820 0.343 0.090 -0.496
H -1.306391 0.274653 3.410916 0.952 -0.737 -1.869
H -1.217565 -1.205800 -0.639829 0.843 -1.057 -2.145
H -0.770025 -2.700145 -1.300882 0.203 -1.311 -0.083
```
Positions in Å, forces in eV/Å.

Properties
M in g mol⁻¹: 136.2
Charge: +1

Atomic partial charges in e from the natural (NBO) method, atoms 1 to 4: -0.1654, 0.2387, 0.0621, 0.2645

***

Record 6
# C3H4OS

A cluster of 2 separate species, C3H4OS in total (the ωB97M-V functional and the def2-TZVPD basis, the OMol25 dataset).

Structure (XYZ):
```
9
Properties=species:S:1:pos:R:3:forces:R:3
C 0.077884 2.322636 -0.352168 -4.864 -2.334 -2.159
C 0.059787 -0.367462 0.604803 0.806 0.499 0.640
C -0.143314 -1.505806 -0.350356 0.880 0.349 0.768
O -0.957873 2.827400 -0.607235 1.374 0.195 0.501
S 0.486903 -0.357785 2.149818 -0.365 0.189 -1.450
H 0.973816 2.504143 0.057486 3.431 1.605 1.859
H -0.347324 -2.264456 0.382654 -0.662 -1.079 -0.221
H 0.804663 -1.847546 -0.838800 -0.751 0.730 0.163
H -0.954542 -1.311124 -1.046203 0.151 -0.154 -0.101
```
Positions in Å, forces in eV/Å.

Properties
M in g mol⁻¹: 88.1
Charge: 0

Atomic partial charges in e from the natural (NBO) method, atoms 1 to 4: 0.3990, -0.1275, -0.7525, -0.4552

***

Energy relative to the best compared isomer or geometry (same formula, charge and spin) values (in kJ/mol) by entry order: 47.4 422.3 31.0 252.8 332.1 433.0.
Calculated total energy values (in a.u.) by entry order: -790.80408 -244.90677 -317.52051 -344.50562 -436.63973 -589.95974.